CH5NOS3 | ωB97M-V with the def2-TZVPD basis set

```
11
Properties=species:S:1:pos:R:3
C -1.22 0.68 0.22
N 1.25 -1.07 -1.05
O 1.76 0.79 0.70
S 3.74 -2.27 2.00
S -0.83 -0.86 1.06
S 1.35 -0.62 0.62
H -0.29 1.31 0.08
H -1.88 1.28 0.85
H -1.77 0.65 -0.82
H 2.07 -0.82 -1.55
H 0.97 -2.06 -1.22
```

The calculation puts the strongest force on any atom at 2.69 eV/A. Its energy relative to the best compared isomer or geometry (same formula, charge and spin) is 58.1 kcal per mole. Its HOMO energy (spin up / spin down) is -9.31 / -9.32 eV. The frontier orbital gap (spin up / spin down) comes out at 0.2465 / 0.2466 hartree. Its charge is 0. The value obtained for the energy is -1365.5055 Eh. As for the spin multiplicity: 1. As for the molar mass: 143.258 g/mol.

Atomic partial charges in e from the natural (NBO) method, atoms 1 to 8: atom 1 (C): -0.80, atom 2 (N): -1.05, atom 3 (O): -0.90, atom 4 (S): -0.07, atom 5 (S): 0.01, atom 6 (S): 1.31, atom 7 (H): 0.26, atom 8 (H): 0.23